(1)
ORCA calculation (ωB97M-V with the def2-TZVPD basis set) on a molecular structure, CH4OP2 at a distorted geometry.

Calculated values
Total energy (eV): -21724.70481
Multiplicity: 1
Kohn-Sham gap (eV): 8.590
M (g/mol): 93.990
Charge: 0

XYZ file:
```
8
Properties=species:S:1:pos:R:3:mulliken_charge:R:1
C 0.1593 0.8157 0.3469 -0.790
O 2.4241 -0.5029 0.5637 -0.431
P 1.5101 -0.1611 -0.5184 0.387
P -1.6616 -0.6020 -0.0633 0.023
H 0.2682 1.0639 1.3930 0.369
H -0.2487 1.6936 -0.2433 0.321
H -1.3022 -0.2900 -1.3001 0.053
H -1.1492 -2.0173 -0.1785 0.069
```

***

(2)
ORCA calculation (ωB97M-V with the def2-TZVPD basis set) on a molecular structure, C18H21BBrCuIN2O6Te4 at a distorted geometry.

Calculated values
Total energy (eV): -186909.24168
Multiplicity: 2
Kohn-Sham gap (alpha / beta) (eV): 2.780 / 4.259
M (g/mol): 1152.940
Charge: -2

XYZ file:
```
55
Properties=species:S:1:pos:R:3:lowdin_spin:R:1
Cu -0.4581 0.2159 -0.8285 0.057
C -0.3972 -1.8288 -4.1073 0.000
C 0.3319 -2.0534 -2.8312 -0.006
N 0.2325 -1.3353 -1.7344 0.018
C 1.0539 -1.8931 -0.7647 0.031
C 1.6946 -3.0188 -1.3281 0.043
N 1.2029 -3.0644 -2.6392 0.011
C 2.6320 -3.9678 -0.8328 0.022
O 3.0485 -3.8367 0.4479 0.008
O 3.0587 -4.8854 -1.5462 0.024
C 1.0141 -1.3217 0.5428 0.038
O 1.6834 -1.8554 1.4843 0.029
O 0.2813 -0.2902 0.7357 0.027
H -1.0729 -0.9786 -4.0397 0.002
H -0.9890 -2.7065 -4.3676 0.000
H 0.2986 -1.6329 -4.9230 0.000
H 1.4936 -3.7652 -3.2991 0.001
H 2.5680 -3.0918 0.9220 0.000
Te -2.0536 1.5603 -1.9762 0.110
Te -3.7903 3.6151 -1.9177 0.369
Te -1.6072 1.8747 -6.1677 0.002
Te -0.6160 2.7202 -3.8235 0.006
C 0.6093 3.0797 2.4231 0.001
C -0.5647 3.5341 1.5505 0.002
C -0.6084 5.0607 1.4706 0.001
O -0.3297 3.0426 0.2314 0.039
B -1.1120 1.9193 0.0443 0.131
O -2.0959 1.8218 1.0067 0.027
C -1.9155 2.8459 1.9799 0.001
C -1.8950 2.2153 3.3699 0.000
C -3.1362 3.7671 1.9078 0.002
H 1.5298 3.5557 2.0877 0.000
H 0.7403 2.0019 2.3283 0.001
H 0.4402 3.3363 3.4658 0.000
H 0.3847 5.4251 1.2109 0.000
H -0.9037 5.4835 2.4278 0.000
H -1.2957 5.3960 0.6960 0.000
H -1.1302 1.4489 3.4448 0.000
H -2.8633 1.7515 3.5592 0.000
H -1.7265 2.9889 4.1175 0.000
H -3.2267 4.2268 0.9253 0.000
H -3.0772 4.5369 2.6728 0.001
H -4.0336 3.1749 2.0854 0.000
Br 2.2741 0.1322 6.4572 0.000
C 0.3789 -0.0369 6.6156 0.000
C -0.2204 0.3578 7.8076 0.000
C -1.5893 0.2604 7.9472 0.000
C -2.3586 -0.2268 6.8966 0.000
C -1.7456 -0.6161 5.7110 0.000
C -0.3718 -0.5324 5.5506 0.000
I 0.5361 -1.0845 3.7379 0.001
H 0.3908 0.7545 8.6030 0.000
H -2.0561 0.5612 8.8754 0.000
H -3.4332 -0.2885 6.9947 0.000
H -2.3433 -1.0071 4.8991 0.000
```

***

(3)
ORCA calculation (ωB97M-V with the def2-TZVPD basis set) on a molecular structure, C63H46BBrClF17NO11P at a distorted geometry.

Calculated values
Total energy (eV): -228821.71905
Multiplicity: 1
Kohn-Sham gap (eV): 7.283
M (g/mol): 1473.166
Charge: 0

XYZ file:
```
142
Properties=species:S:1:pos:R:3:mulliken_charge:R:1
C 0.4573 -5.4410 1.1903 -1.070
B -0.1112 -4.2619 0.3200 1.234
O -0.2241 -4.4280 -1.0406 -0.600
C -0.5120 -2.8212 0.9116 -0.889
Br -1.8874 -3.3116 2.3115 -0.086
C -1.4273 -1.9664 0.0727 -1.107
O -2.2422 -2.3327 -0.7507 -0.866
N -1.2072 -0.6419 0.4518 0.684
C 0.2349 -0.5008 0.5939 -0.305
Cl 0.8962 -0.5426 -1.1175 -0.191
C 0.5361 0.8504 1.2261 0.041
C 0.2660 2.0572 0.3312 -0.530
C 0.3224 3.3901 1.0894 -0.285
C 1.3454 3.4839 2.1992 -0.462
O 0.7277 3.0335 3.4228 -0.291
C 1.5246 2.5343 4.3597 0.153
O 1.1095 1.9069 5.3079 -0.560
C 0.6414 -1.8251 1.3550 2.851
C 2.0361 -2.4028 0.9924 -1.462
C 3.2053 -1.6382 1.6499 -1.374
C 4.5726 -1.7178 0.9952 0.605
F 4.8326 -2.9931 0.5679 -0.374
F 5.5145 -1.4208 1.9324 -0.241
C 4.8110 -0.7903 -0.2398 0.910
F 4.2278 -1.3917 -1.3023 -0.377
F 4.1951 0.4029 -0.0407 -0.136
C 6.3265 -0.5501 -0.6358 0.219
F 7.1093 -1.4489 -0.0077 -0.256
F 6.4311 -0.7621 -1.9668 -0.344
C 6.9398 0.8785 -0.4393 0.655
F 6.0981 1.7600 -1.0083 -0.261
F 8.0961 0.9107 -1.1226 -0.289
C 7.2410 1.4019 0.9982 0.674
F 6.1206 1.1851 1.7290 -0.210
F 7.4210 2.7303 0.8974 -0.311
C 8.4270 0.8253 1.8608 0.371
F 8.5796 1.7063 2.8755 -0.313
F 8.0148 -0.3455 2.3725 -0.242
C 9.8674 0.5598 1.2963 0.545
F 10.5528 0.1519 2.3880 -0.312
F 9.8432 -0.4541 0.4192 -0.224
C 10.6667 1.7715 0.6766 0.732
F 10.6752 1.6847 -0.6472 -0.242
F 10.1140 2.9308 1.0260 -0.247
F 11.9156 1.7454 1.1114 -0.252
P 0.3887 -1.6669 3.2261 -0.188
C 1.3937 -3.0527 3.8567 -1.252
O 1.3416 -0.4405 3.8122 -0.409
H 1.5376 -5.3533 1.3095 0.302
H -0.0056 -5.5396 2.1675 0.345
H 0.2996 -6.3717 0.6451 0.332
H -0.9615 -4.9992 -1.2829 0.308
H -1.5870 -0.0370 -0.2708 0.572
H -0.1252 0.9073 2.0901 0.716
H 1.5591 0.9036 1.5735 -0.454
H -0.7220 1.9812 -0.1211 0.126
H 0.9934 2.0750 -0.4779 0.294
H 0.5468 4.1883 0.3830 0.473
H -0.6562 3.6127 1.5124 -0.250
H 1.6659 4.5172 2.3210 0.531
H 2.2381 2.8930 1.9965 0.206
H 2.5968 2.6943 4.1843 0.411
H 2.1446 -2.4843 -0.0840 1.033
H 2.0786 -3.4130 1.3807 -0.132
H 3.3917 -2.0980 2.6200 0.283
H 2.9574 -0.6113 1.8754 0.044
H 2.3013 -2.6527 4.3019 0.401
H 1.6449 -3.8063 3.1186 0.411
H 0.8066 -3.5320 4.6362 0.357
H 0.7541 0.2296 4.1849 0.368
C -4.9481 -1.1137 1.1815 -0.340
C -6.2901 -1.2773 1.5043 -0.830
C -7.0134 -0.2072 2.0075 -0.643
C -6.3952 1.0232 2.1980 0.369
C -5.0426 1.1786 1.8858 -0.125
C -4.3279 0.1075 1.3730 -0.474
C -4.3371 2.4730 2.1029 0.421
O -3.1661 2.6086 1.8107 -0.630
C -5.1210 3.5960 2.6911 0.114
C -4.4806 4.8001 2.9539 -0.419
C -5.1932 5.8587 3.4891 -0.588
C -6.5505 5.7217 3.7583 -0.535
C -7.1934 4.5231 3.5015 -0.562
C -6.4817 3.4540 2.9734 0.211
C -7.1935 2.1643 2.7286 0.533
O -8.3784 2.0513 2.9571 -0.679
H -4.3713 -1.9371 0.7792 0.464
H -6.7695 -2.2369 1.3655 0.464
H -8.0589 -0.3144 2.2596 0.490
H -3.2823 0.2362 1.1337 1.117
H -3.4257 4.8940 2.7382 0.468
H -4.6920 6.7943 3.6978 0.428
H -7.1064 6.5522 4.1722 0.396
H -8.2471 4.4026 3.7093 0.486
C 2.7074 10.3474 -3.2249 -0.478
C 2.4647 9.9358 -1.9190 -0.528
C 2.4104 8.5869 -1.6143 -0.509
C 2.5908 7.6427 -2.6169 0.216
C 2.8203 8.0561 -3.9311 0.180
C 2.8844 9.4109 -4.2286 -0.589
C 2.9857 7.0654 -5.0351 0.532
O 3.1936 7.4256 -6.1732 -0.666
C 2.8768 5.6184 -4.6908 0.392
C 2.9761 4.6734 -5.7038 -0.653
C 2.8853 3.3253 -5.4024 -0.606
C 2.6997 2.9136 -4.0870 -0.467
C 2.5978 3.8515 -3.0748 -0.391
C 2.6821 5.2057 -3.3714 -0.015
C 2.5454 6.1961 -2.2655 0.502
O 2.3965 5.8288 -1.1181 -0.689
H 2.7558 11.4023 -3.4591 0.402
H 2.3192 10.6703 -1.1385 0.403
H 2.2282 8.2536 -0.6025 0.464
H 3.0704 9.7177 -5.2481 0.478
H 3.1222 5.0055 -6.7219 0.489
H 2.9589 2.5910 -6.1931 0.402
H 2.6336 1.8588 -3.8530 0.537
H 2.4522 3.5447 -2.0487 0.593
C -5.4005 -4.1064 -2.6491 -0.807
C -4.3623 -4.5408 -1.8301 -0.208
C -4.2595 -5.8842 -1.5100 -0.607
C -5.1853 -6.7962 -1.9987 0.025
C -6.2323 -6.3540 -2.8094 0.175
C -6.3317 -5.0072 -3.1367 -0.677
C -7.2613 -7.3028 -3.3216 0.650
O -8.1670 -6.9246 -4.0330 -0.660
C -7.1426 -8.7366 -2.9243 0.157
C -8.1126 -9.6348 -3.3495 -0.557
C -8.0164 -10.9709 -3.0020 -0.476
C -6.9474 -11.4181 -2.2330 -0.481
C -5.9793 -10.5272 -1.8038 -0.561
C -6.0756 -9.1835 -2.1422 0.177
C -5.0342 -8.2371 -1.6490 0.492
O -4.0972 -8.6261 -0.9840 -0.659
H -5.4799 -3.0582 -2.9048 0.481
H -3.6390 -3.8335 -1.4451 0.713
H -3.4643 -6.2476 -0.8719 0.672
H -7.1428 -4.6790 -3.7714 0.480
H -8.9362 -9.2753 -3.9499 0.474
H -8.7749 -11.6684 -3.3312 0.400
H -6.8721 -12.4639 -1.9673 0.397
H -5.1448 -10.8606 -1.2034 0.473
```

***

(4)
ORCA calculation (ωB97M-V with the def2-TZVPD basis set) on C3ClF3 in the gas phase at a distorted geometry.

Calculated values
Total energy (eV): -23777.41410
Multiplicity: 1
Kohn-Sham gap (alpha / beta) (eV): 7.824 / 7.824
M (g/mol): 128.480
Charge: 0

XYZ file:
```
7
Properties=species:S:1:pos:R:3:mulliken_charge:R:1
C 0.7761 -1.0460 -0.7339 -0.284
C -1.6577 0.7662 0.4783 -0.067
C 0.0685 0.2146 -0.0723 0.858
F 1.4630 -1.6031 0.2981 -0.091
F 0.1590 1.2140 -0.9446 -0.227
F 0.6971 0.6441 1.0248 -0.238
Cl -2.7155 -0.1184 -0.2863 0.050
```

***

(5)
ORCA calculation (ωB97M-V with the def2-TZVPD basis set) on a molecular structure, C16H29ClN4O3S2 at a distorted geometry.

Calculated values
Total energy (eV): -63353.77934
Multiplicity: 1
Kohn-Sham gap (eV): 9.202
M (g/mol): 425.020
Charge: 0

XYZ file:
```
55
Properties=species:S:1:pos:R:3:mulliken_charge:R:1
O -1.2624 -6.2534 -1.4121 -0.523
S -0.9177 -4.8648 -1.2709 0.791
O -1.8207 -3.9805 -2.2795 -0.257
S -3.4798 -3.8735 -1.8026 0.069
O 0.4712 -4.7165 -2.2032 -0.305
Cl 1.3980 -3.4509 -1.5689 0.081
H -4.0410 -4.2618 -2.9557 0.108
C -7.3231 0.7603 -2.0516 -1.120
C -7.4814 -0.1310 -3.2779 -0.412
C -7.6179 -1.6169 -2.9191 -0.423
C -6.4343 -2.0968 -2.2080 0.243
N -5.4966 -2.4422 -1.6383 -0.404
H -6.4135 0.5221 -1.4988 0.351
H -7.2608 1.8072 -2.3473 0.315
H -8.1718 0.6516 -1.3738 0.299
H -6.6237 0.0049 -3.9390 0.294
H -8.3677 0.1721 -3.8375 0.301
H -7.7437 -2.2177 -3.8208 0.270
H -8.4900 -1.7779 -2.2832 0.289
C 4.5472 -0.5453 0.5874 -1.259
C 3.6365 0.3856 -0.2003 -0.017
C 2.2934 0.6350 0.4958 -0.532
C 1.5481 -0.6114 0.6698 0.357
N 0.9797 -1.6008 0.7797 -0.527
H 4.1082 -1.5388 0.6993 0.433
H 5.5016 -0.6671 0.0758 0.336
H 4.7481 -0.1422 1.5805 0.309
H 3.4581 -0.0323 -1.1940 0.347
H 4.1372 1.3443 -0.3396 -0.073
H 1.6788 1.3193 -0.0904 0.349
H 2.4544 1.0841 1.4777 0.312
C -2.4606 -0.9854 5.6473 -1.177
C -1.5859 -1.5486 4.5333 -0.507
C -1.0234 -0.4619 3.6089 0.068
C -2.1051 0.2752 2.9543 0.242
N -2.9586 0.8467 2.4403 -0.459
H -3.3382 -0.4777 5.2449 0.348
H -2.8144 -1.7858 6.2973 0.339
H -1.9058 -0.2732 6.2617 0.297
H -2.1652 -2.2607 3.9433 0.307
H -0.7511 -2.0983 4.9709 0.336
H -0.3911 -0.9039 2.8380 -0.135
H -0.4130 0.2427 4.1777 0.300
C 6.3496 3.4730 -2.3446 -0.820
C 6.5070 4.6761 -1.4223 -0.419
C 7.2760 4.3443 -0.1371 -0.455
C 6.5860 3.3166 0.6426 0.291
N 6.0443 2.5028 1.2451 -0.414
H 5.7711 2.6795 -1.8688 0.077
H 5.8262 3.7570 -3.2572 0.331
H 7.3211 3.0635 -2.6273 0.302
H 5.5213 5.0673 -1.1641 0.283
H 7.0381 5.4705 -1.9488 0.306
H 7.3799 5.2334 0.4858 0.286
H 8.2775 3.9820 -0.3750 0.273
```

***

> What is the formula in the third record?

C63H46BBrClF17NO11P

***

Please write out number 5 again, unchanged.
ORCA calculation (ωB97M-V with the def2-TZVPD basis set) on a molecular structure, C16H29ClN4O3S2 at a distorted geometry.

Calculated values
Total energy (eV): -63353.77934
Multiplicity: 1
Kohn-Sham gap (eV): 9.202
M (g/mol): 425.020
Charge: 0

XYZ file:
```
55
Properties=species:S:1:pos:R:3:mulliken_charge:R:1
O -1.2624 -6.2534 -1.4121 -0.523
S -0.9177 -4.8648 -1.2709 0.791
O -1.8207 -3.9805 -2.2795 -0.257
S -3.4798 -3.8735 -1.8026 0.069
O 0.4712 -4.7165 -2.2032 -0.305
Cl 1.3980 -3.4509 -1.5689 0.081
H -4.0410 -4.2618 -2.9557 0.108
C -7.3231 0.7603 -2.0516 -1.120
C -7.4814 -0.1310 -3.2779 -0.412
C -7.6179 -1.6169 -2.9191 -0.423
C -6.4343 -2.0968 -2.2080 0.243
N -5.4966 -2.4422 -1.6383 -0.404
H -6.4135 0.5221 -1.4988 0.351
H -7.2608 1.8072 -2.3473 0.315
H -8.1718 0.6516 -1.3738 0.299
H -6.6237 0.0049 -3.9390 0.294
H -8.3677 0.1721 -3.8375 0.301
H -7.7437 -2.2177 -3.8208 0.270
H -8.4900 -1.7779 -2.2832 0.289
C 4.5472 -0.5453 0.5874 -1.259
C 3.6365 0.3856 -0.2003 -0.017
C 2.2934 0.6350 0.4958 -0.532
C 1.5481 -0.6114 0.6698 0.357
N 0.9797 -1.6008 0.7797 -0.527
H 4.1082 -1.5388 0.6993 0.433
H 5.5016 -0.6671 0.0758 0.336
H 4.7481 -0.1422 1.5805 0.309
H 3.4581 -0.0323 -1.1940 0.347
H 4.1372 1.3443 -0.3396 -0.073
H 1.6788 1.3193 -0.0904 0.349
H 2.4544 1.0841 1.4777 0.312
C -2.4606 -0.9854 5.6473 -1.177
C -1.5859 -1.5486 4.5333 -0.507
C -1.0234 -0.4619 3.6089 0.068
C -2.1051 0.2752 2.9543 0.242
N -2.9586 0.8467 2.4403 -0.459
H -3.3382 -0.4777 5.2449 0.348
H -2.8144 -1.7858 6.2973 0.339
H -1.9058 -0.2732 6.2617 0.297
H -2.1652 -2.2607 3.9433 0.307
H -0.7511 -2.0983 4.9709 0.336
H -0.3911 -0.9039 2.8380 -0.135
H -0.4130 0.2427 4.1777 0.300
C 6.3496 3.4730 -2.3446 -0.820
C 6.5070 4.6761 -1.4223 -0.419
C 7.2760 4.3443 -0.1371 -0.455
C 6.5860 3.3166 0.6426 0.291
N 6.0443 2.5028 1.2451 -0.414
H 5.7711 2.6795 -1.8688 0.077
H 5.8262 3.7570 -3.2572 0.331
H 7.3211 3.0635 -2.6273 0.302
H 5.5213 5.0673 -1.1641 0.283
H 7.0381 5.4705 -1.9488 0.306
H 7.3799 5.2334 0.4858 0.286
H 8.2775 3.9820 -0.3750 0.273
```

***

> Which of these has the highest M?

C63H46BBrClF17NO11P

***

> Which formula does entry 3 have?

C63H46BBrClF17NO11P